Formula: C5H5N3O3S
Source: the Open Molecules 2025 dataset
Level of theory: ωB97M-V/def2-TZVPD

Geometry as XYZ:
```
17
Properties=species:S:1:pos:R:3:forces:R:3
O -4.66755 0.34728 -0.38711 -0.2 -0.2 0.1
N -4.04840 0.30443 0.66160 0.3 0.9 -2.4
O -4.45798 0.58894 1.74377 -0.7 0.0 1.4
C -2.61541 -0.01898 0.58526 0.6 -3.4 0.4
O -1.88176 0.30107 -0.49591 0.6 0.5 -0.8
C -2.14550 -1.10762 -0.58328 -1.3 2.9 2.0
S -0.73429 -2.20143 -0.21066 -1.0 -0.4 -0.4
N 0.46259 -1.08626 -0.01785 1.7 1.1 0.0
C 1.36259 -0.61969 -0.96825 -0.7 2.4 4.8
C 2.03271 0.44696 -0.38298 -1.5 -2.6 -1.4
C 1.51928 0.51030 0.91266 0.5 0.7 0.5
N 0.61557 -0.39257 1.16564 -0.8 -0.5 -0.5
H -2.27477 0.04519 1.65385 0.4 -0.3 -1.4
H -2.89853 -1.23671 -1.40458 0.8 -0.7 1.0
H 1.45672 -0.98636 -1.88548 0.1 -1.7 -3.6
H 2.70882 0.95203 -0.99481 1.2 1.2 0.0
H 1.81868 1.21390 1.66657 -0.1 0.0 0.3
```
Forces are in eV/Å.

## Properties
Energy relative to the best compared isomer or geometry (same formula, charge and spin)   42.5 kcal/mol
Strongest force on any atom   5.4 eV/Å
Highest occupied orbital energy   -9.83 eV
Molecular weight   187.2 g mol⁻¹
Kohn-Sham gap   9.70 eV
Structure (SMILES)   O=[N+]([O-])[C@@H]1O[C@H]1Sn1cccn1